Record 1
{
  "formula": "C8H9BBiF4I2O4RhS",
  "method": "ωB97M-V/def2-TZVPD",
  "multiplicity": 5,
  "fmax_ev_per_a": 7.4,
  "homo_energy_ha": [-0.86136, -0.86130],
  "s2": 6.04,
  "charge": 4,
  "homo_lumo_gap_ev": [5.4, 4.5],
  "species": ["I", "I", "Rh", "Bi", "S", "C", "C", "C", "C", "C", "C", "C", "C", "O", "O", "O", "O", "H", "H", "H", "H", "H", "H", "H", "H", "H", "F", "B", "F", "F", "F"],
  "coordinates": [[4.706549, -1.703616, -1.993317], [4.206232, -0.231398, 0.219796], [-0.731417, 0.940736, -0.649577], [1.446197, 0.148131, 1.330104], [1.044124, 1.120104, -2.409734], [-0.974820, -0.908971, -0.667269], [-0.365618, -1.728457, 1.921963], [0.528684, 0.364218, -3.961275], [0.993366, 1.310919, -5.060784], [-0.970594, 0.153556, -4.087876], [1.263442, -0.970258, -4.048187], [-0.963470, 1.891569, 1.000015], [-2.445776, 1.475368, -1.241439], [-1.170485, -2.433930, 2.318256], [-1.155588, -2.052554, -0.773474], [-1.222943, 2.595285, 1.882898], [-3.517433, 1.843228, -1.486808], [0.726158, 0.910492, -6.039697], [2.075990, 1.442548, -5.032596], [0.510320, 2.283354, -4.946676], [-1.177921, -0.309846, -5.061284], [-1.490483, 1.115246, -4.038601], [-1.337988, -0.512681, -3.302499], [1.048802, -1.436997, -5.016709], [0.931357, -1.652026, -3.257369], [2.348212, -0.843344, -3.939247], [2.303477, -1.532958, 3.227554], [1.520594, -0.977524, 4.334694], [0.391879, -1.748317, 4.555159], [2.315568, -0.734241, 5.412708], [1.068581, 0.381263, 3.770973]],
  "atomic_forces_ev_per_a": [[0.2, 0.2, 0.6], [1.5, -0.8, -0.9], [3.3, 1.1, -0.9], [-1.3, -1.1, 3.8], [0.0, -0.1, 0.5], [-1.4, -6.8, -1.2], [-2.2, -2.2, 2.0], [-0.6, -0.1, -1.5], [0.4, 0.6, 0.1], [-0.3, 0.1, 0.4], [0.5, -0.5, 1.0], [-2.4, 4.4, 4.7], [-7.0, 2.3, -1.1], [2.8, 2.4, -1.5], [0.7, 4.5, 0.5], [1.3, -3.0, -3.4], [5.0, -1.8, 0.9], [-0.1, -0.1, 0.1], [0.0, 0.1, -0.1], [0.1, 0.0, -0.2], [0.0, 0.1, 0.2], [-0.1, -0.2, -0.2], [-0.1, -0.1, -0.1], [0.0, 0.2, 0.0], [-0.1, -0.1, -0.2], [-0.1, 0.0, -0.3], [-0.4, 1.0, -1.7], [0.1, -1.0, 3.4], [1.1, 1.1, -1.0], [-0.9, -0.1, -1.7], [0.1, 0.0, -2.4]]
}



Record 2
{
  "formula": "C8H9BrN2O2",
  "method": "ωB97M-V/def2-TZVPD",
  "fmax_ev_per_a": 3.6,
  "homo_energy_ha": -0.33675,
  "charge": 0,
  "e_above_lowest_kcal_mol": 57.1,
  "smiles": "BrNOCc1ccccc1.N=C=O",
  "homo_lumo_gap_ev": 9.3,
  "species": ["C", "C", "C", "C", "C", "C", "C", "C", "N", "N", "O", "O", "Br", "H", "H", "H", "H", "H", "H", "H", "H", "H"],
  "coordinates": [[-2.923689, -0.914715, -0.857665], [-2.643579, -0.700943, 0.485794], [-2.001695, -1.294982, -1.861222], [-1.352117, -0.912866, 0.889178], [-0.719464, -1.371926, -1.470062], [-0.430734, -1.273175, -0.095451], [1.715383, 4.240924, 0.867836], [0.976147, -1.750968, 0.294754], [2.573783, 4.107693, 0.066837], [1.839034, 0.319736, 0.880979], [1.152562, 4.427708, 1.862073], [1.621769, -0.910787, 1.314529], [3.562296, 0.434201, -0.193027], [-4.024135, -0.888543, -1.234279], [-3.387576, -0.340557, 1.126025], [-2.349094, -1.403228, -2.904485], [-1.073833, -0.765796, 1.903473], [0.002764, -1.881707, -2.162493], [0.769583, -2.773903, 0.560117], [1.620298, -1.698115, -0.560402], [2.155521, 0.742797, 1.824578], [2.916777, 4.609152, -0.737090]],
  "atomic_forces_ev_per_a": [[-3.0, -0.4, -1.9], [0.5, -0.2, -2.0], [-2.5, 1.3, 0.3], [0.7, 0.0, -1.3], [1.9, -2.0, 0.5], [1.6, 0.1, 0.0], [0.9, 1.3, 1.3], [-1.2, 2.0, -0.3], [1.2, -0.6, -2.2], [0.8, 2.2, 1.3], [-1.7, -0.4, 0.7], [-0.8, -3.4, 0.3], [-0.4, -0.1, 0.4], [1.9, 0.3, 1.0], [-1.0, 0.2, 0.9], [0.3, -0.1, 0.8], [0.4, -0.1, 0.7], [-0.3, 1.1, 0.7], [1.0, -0.3, 1.1], [0.4, -0.2, -0.5], [-0.3, -0.3, -2.1], [-0.4, -0.3, 0.2]]
}



Record 3
{
  "formula": "C8H9BrN2O2",
  "method": "ωB97M-V/def2-TZVPD",
  "fmax_ev_per_a": 4.9,
  "homo_energy_ha": [-0.30866, -0.30869],
  "charge": 0,
  "e_above_lowest_kcal_mol": 37.5,
  "smiles": "[H]/N=C1\\C(=O)N(O)C2=C1CCC[C@@H]2Br",
  "homo_lumo_gap_ev": [7.5, 7.5],
  "species": ["C", "C", "C", "C", "C", "C", "C", "C", "N", "N", "O", "O", "Br", "H", "H", "H", "H", "H", "H", "H", "H", "H"],
  "coordinates": [[-0.438352, 0.046086, 0.616759], [0.267613, 0.559940, -0.440002], [-0.993864, 1.146923, 1.336233], [-0.654849, 2.374401, 0.413895], [-0.673993, -1.390227, 0.974306], [0.476883, -2.149198, 0.345266], [0.602753, -1.765768, -1.140305], [1.036717, -0.293802, -1.300792], [-1.531115, 1.056966, 2.474336], [0.082169, 1.855418, -0.605679], [-1.144215, 3.501383, 0.443853], [0.459979, 2.485596, -1.719613], [3.067228, -0.239776, -1.090507], [-0.584609, -1.584887, 2.030054], [-1.662332, -1.538119, 0.646556], [1.517906, -1.866512, 0.738994], [0.236616, -3.233321, 0.513828], [1.249607, -2.381997, -1.613318], [-0.431592, -1.903582, -1.504205], [1.017914, 0.164007, -2.296464], [-1.815381, 1.913764, 2.881276], [-0.085083, 3.242703, -1.704471]],
  "atomic_forces_ev_per_a": [[0.5, 0.1, -0.3], [-0.5, -4.3, 2.2], [0.3, 0.9, -0.4], [-2.0, 1.7, 0.5], [3.0, 1.6, 0.4], [0.8, -0.8, -0.5], [-2.7, 1.7, 1.6], [0.9, -0.7, -1.6], [0.1, -0.8, -0.5], [-0.2, 1.9, 2.1], [1.0, -1.1, -0.1], [1.4, -0.4, -1.2], [-0.7, 0.2, 0.4], [-0.5, 0.4, 0.6], [-1.2, -1.2, -0.6], [-1.7, -0.6, 0.4], [0.8, 0.7, -0.5], [1.9, -1.9, -1.7], [0.5, 0.2, -0.6], [-0.3, -0.8, -0.1], [-0.3, 1.3, 0.3], [-1.1, 2.0, -0.3]]
}



Record 4
{
  "formula": "C8H9Cl2N3O",
  "method": "ωB97M-V/def2-TZVPD",
  "fmax_ev_per_a": 3.4,
  "homo_energy_ha": -0.33744,
  "charge": 0,
  "e_above_lowest_kcal_mol": 9.7,
  "smiles": "C=c1n(CC)c(=O)c2n1[C@@H](Cl)[C@H](Cl)N=2",
  "homo_lumo_gap_ev": 8.9,
  "species": ["C", "C", "C", "C", "C", "C", "C", "C", "N", "N", "N", "O", "Cl", "Cl", "H", "H", "H", "H", "H", "H", "H", "H", "H"],
  "coordinates": [[-1.191537, -2.346853, 0.122099], [-1.855380, -1.030275, 0.318172], [0.436455, -0.673152, 0.157760], [1.649318, -0.150444, 0.218719], [-0.349634, -4.341136, 0.024810], [0.842085, -3.334866, 0.055773], [-0.954783, 2.115464, -0.695090], [-1.035324, 1.286517, 0.582616], [-1.537708, -3.571531, 0.221415], [0.139565, -2.127618, -0.124627], [-0.817597, -0.122219, 0.338724], [-3.017316, -0.758812, 0.467574], [-0.407522, -5.111810, -1.587018], [1.662611, -3.383160, 1.672316], [1.805591, 0.892020, 0.418754], [2.515230, -0.769607, 0.080612], [-0.270424, -5.147416, 0.754793], [1.611452, -3.530489, -0.689658], [-0.005152, 1.952637, -1.199033], [-1.762034, 1.848385, -1.372445], [-1.046552, 3.169452, -0.448964], [-0.293159, 1.630626, 1.307790], [-2.034758, 1.373823, 1.019062]],
  "atomic_forces_ev_per_a": [[0.4, -1.3, -0.1], [-0.4, 0.4, 0.1], [0.2, -3.1, -0.5], [-0.2, 0.1, 0.0], [0.4, -0.1, 0.0], [0.4, -0.3, 0.3], [0.0, -0.2, 0.2], [-0.1, 0.4, -0.1], [-1.1, 0.7, 0.3], [0.2, 3.4, 0.2], [-0.1, 0.1, 0.0], [0.0, -0.2, -0.1], [0.0, -0.1, -0.2], [0.0, -0.1, 0.0], [0.0, 0.2, 0.1], [0.1, -0.2, -0.1], [0.1, 0.2, -0.1], [-0.1, 0.0, 0.2], [0.1, 0.0, -0.1], [0.0, 0.0, -0.1], [0.0, 0.1, 0.0], [-0.1, -0.1, 0.0], [0.2, 0.0, 0.0]]
}



Record 5
{
  "formula": "C8H9Cl2NO2S",
  "method": "ωB97M-V/def2-TZVPD",
  "fmax_ev_per_a": 4.0,
  "homo_energy_ha": [-0.30855, -0.36123],
  "charge": 0,
  "e_above_lowest_kcal_mol": 83.7,
  "homo_lumo_gap_ev": [8.0, 9.2],
  "species": ["C", "C", "C", "C", "C", "C", "C", "C", "N", "O", "O", "S", "Cl", "Cl", "H", "H", "H", "H", "H", "H", "H", "H", "H"],
  "coordinates": [[2.656942, -1.732505, -0.401382], [2.148110, -0.453061, -0.403022], [1.984861, -2.861865, -0.008350], [0.804131, -0.343559, -0.149354], [0.674163, -2.765409, 0.363087], [0.102301, -1.490086, 0.222068], [-1.638951, 2.199930, 0.989681], [-2.514593, -0.730170, -0.578161], [-1.398020, 1.707267, -0.351263], [-2.246840, -2.669337, 1.010747], [-1.494539, -0.489853, 1.904923], [-1.566655, -1.419273, 0.849384], [-2.289283, -1.549656, -1.978591], [-4.035680, -0.421597, -0.077674], [3.691806, -1.954749, -0.762445], [2.611679, 0.508113, -0.553753], [2.547819, -3.802251, -0.049989], [0.370613, 0.669590, -0.224843], [0.059643, -3.585909, 0.440258], [-2.276196, 1.562685, 1.426929], [-0.673849, 2.079853, 1.540316], [-2.158606, 3.205174, 1.086104], [-1.798368, 2.334058, -1.149286]],
  "atomic_forces_ev_per_a": [[3.2, -0.3, -0.7], [-0.9, -0.2, 0.1], [0.8, -0.7, -0.2], [-0.7, 0.6, 0.7], [0.3, 2.5, -1.5], [-0.7, -1.2, 0.6], [1.7, 3.1, -1.9], [2.0, 0.3, 2.0], [-0.5, 1.4, -1.7], [0.7, -0.7, 0.4], [-0.4, 1.0, 1.7], [0.0, 0.4, -2.8], [0.4, -0.7, -1.9], [-2.4, 0.8, 0.5], [-0.8, 0.7, 0.5], [0.9, -0.4, -0.5], [-0.5, 0.3, 0.1], [-0.2, -1.1, 0.2], [-1.3, -1.8, 0.9], [-2.4, -2.6, 1.8], [-0.8, 0.5, -0.2], [1.1, -0.8, -0.2], [0.5, -1.2, 2.0]]
}



Record 6
{
  "formula": "C8H9ClCrI2IrO4S",
  "method": "ωB97M-V/def2-TZVPD",
  "multiplicity": 8,
  "fmax_ev_per_a": 10.1,
  "homo_energy_ha": [-0.89488, -0.92369],
  "s2": 15.89,
  "charge": 4,
  "homo_lumo_gap_ev": [6.3, 5.8],
  "species": ["I", "I", "Cr", "Ir", "S", "C", "C", "C", "C", "C", "C", "C", "C", "O", "O", "O", "O", "H", "H", "H", "H", "H", "H", "H", "H", "H", "Cl"],
  "coordinates": [[0.866491, -0.772210, 3.261069], [0.382338, -3.476492, 1.096580], [1.317037, -1.578817, -0.431797], [1.722861, 0.753084, 1.203063], [-0.223293, -0.695501, 0.742752], [1.166817, 2.510036, 1.131157], [3.522189, 1.359899, 1.575902], [-1.542717, 0.252275, -0.073930], [-2.462999, -0.863765, -0.571357], [-0.932031, 1.139037, -1.147062], [-2.153068, 1.043163, 1.083387], [2.758192, -2.370431, -1.714812], [0.570774, -1.636270, -2.255170], [4.567223, 1.704159, 1.829665], [0.866515, 3.647001, 1.222749], [3.687595, -2.680194, -2.317116], [0.069129, -1.553248, -3.323700], [-3.373188, -0.344220, -0.904153], [-2.669913, -1.615164, 0.226604], [-1.986672, -1.354023, -1.433266], [-1.793079, 1.686985, -1.561197], [-0.492294, 0.518409, -1.946077], [-0.196472, 1.862971, -0.715944], [-3.087416, 1.512327, 0.746141], [-1.482295, 1.843231, 1.418544], [-2.381894, 0.417030, 1.955611], [3.280172, -1.309270, 0.902356]],
  "atomic_forces_ev_per_a": [[0.3, 0.3, 1.9], [-0.3, -1.0, 0.0], [3.8, -1.4, -0.3], [2.6, -3.4, -0.7], [-1.4, 1.6, 1.1], [-3.0, 8.5, 1.4], [2.6, 2.0, 1.2], [-1.4, 0.4, 0.1], [0.1, 0.0, -0.1], [0.2, -0.3, 0.2], [0.0, 0.2, 0.4], [5.4, -1.8, -2.8], [-5.5, 0.9, -8.5], [-1.9, -0.8, -0.6], [1.8, -6.3, -0.8], [-4.1, 1.2, 2.4], [3.6, -0.8, 6.8], [0.0, -0.5, 0.0], [-0.2, 0.6, -0.6], [-0.5, 0.0, 0.1], [0.3, 0.1, -0.1], [-0.1, 0.7, 0.2], [-0.7, -0.5, -0.7], [0.2, -0.1, 0.0], [-0.2, 0.0, -0.1], [-0.2, 0.0, -0.3], [-1.4, 0.4, -0.2]]
}